2 unconnected molecules or ions with the total composition C2H8NO2, computed with ωB97M-V with the def2-TZVPD basis set.

Calculated values
E: -7780.1281 eV
HOMO: -14.03 eV
charge: +1
energy above the lowest of the compared OMol25 structures with the same formula, charge and spin: 2.830 eV
lowest unoccupied orbital energy: -5.06 eV
2S+1: 1

```
13
Properties=species:S:1:pos:R:3:forces:R:3
C -1.662 -0.337 0.307 1.030 -2.767 1.435
C 1.588 0.677 -0.035 -2.879 1.257 -1.243
N -0.441 -1.199 -0.009 -0.730 0.011 -0.182
O 0.805 1.406 0.693 0.299 2.036 -0.911
O 1.868 1.001 -1.240 -0.478 1.885 0.957
H -2.548 -0.758 -0.110 -0.657 -0.117 -0.538
H -1.789 -0.428 1.415 0.032 0.626 -0.938
H -1.514 0.646 -0.003 0.105 1.690 -0.477
H 1.636 -0.329 0.270 0.919 -1.175 1.004
H -0.332 -1.708 0.867 0.339 -0.499 -0.705
H -0.579 -1.878 -0.803 -0.051 1.005 1.365
H 0.449 2.373 0.407 1.578 -3.004 0.250
H 2.519 0.534 -1.761 0.491 -0.947 -0.018
```
Positions in Å, forces in eV/Å.


2 unconnected molecules or ions with the total composition C2H8NO2P, computed with ωB97M-V with the def2-TZVPD basis set.

Calculated values
E: -17078.2128 eV
HOMO: -9.82 eV
charge: 0
structure (SMILES): NP=O.CCO
energy above the lowest of the compared OMol25 structures with the same formula, charge and spin: 1.177 eV
lowest unoccupied orbital energy: 0.36 eV
2S+1: 1

```
14
Properties=species:S:1:pos:R:3:forces:R:3
C -0.201 2.532 0.377 -0.219 -0.275 -0.092
C -1.022 1.248 0.378 0.169 0.242 0.340
N 1.030 -3.638 -0.600 -0.209 0.349 0.024
O 1.269 -1.572 0.796 0.695 0.802 0.945
O -1.112 0.670 -0.908 0.136 -0.097 -0.460
P 0.393 -2.146 -0.216 -0.469 -1.150 -0.933
H 0.844 2.314 0.156 0.089 0.004 0.003
H -0.579 3.220 -0.377 -0.036 0.054 -0.025
H -0.252 3.013 1.348 0.051 0.090 0.162
H -2.051 1.451 0.677 0.039 -0.015 0.046
H -0.586 0.528 1.083 -0.093 0.090 0.019
H 0.614 -4.241 -1.287 -0.091 -0.074 -0.102
H 1.869 -3.987 -0.162 0.076 -0.023 0.053
H -0.218 0.607 -1.267 -0.139 0.002 0.021
```
Positions in Å, forces in eV/Å.


C2H8NO2P in the gas phase, computed with ωB97M-V with the def2-TZVPD basis set.

Calculated values
E: -17075.1787 eV
HOMO: -8.78 eV
charge: 0
energy above the lowest of the compared OMol25 structures with the same formula, charge and spin: 4.211 eV
lowest unoccupied orbital energy: 0.07 eV
2S+1: 1

```
14
Properties=species:S:1:pos:R:3:forces:R:3
C -1.444 0.435 0.400 -0.232 0.667 0.990
C 0.096 -1.313 -0.176 0.813 1.507 0.094
N -1.122 -0.856 -0.217 1.534 -1.054 1.077
O 2.783 -1.252 0.228 -0.666 0.109 -0.098
O 2.787 1.242 -0.044 -1.761 0.245 1.184
P 1.811 -0.126 0.048 0.845 -0.116 -0.945
H -1.100 1.167 -0.252 1.053 1.343 -1.514
H -2.510 0.728 0.391 0.312 -1.050 0.661
H -0.849 0.708 1.343 -1.399 -1.183 -1.085
H 0.333 -2.281 -0.592 -0.583 -0.477 -0.250
H 1.373 0.158 -1.354 -0.253 -0.310 1.045
H -1.773 -1.535 -0.539 -1.446 0.202 -0.203
H 1.116 0.393 1.141 0.114 0.435 -0.026
H 3.518 0.985 -0.563 1.669 -0.319 -0.929
```
Positions in Å, forces in eV/Å.


C2H8NO2P in the gas phase, computed with ωB97M-V with the def2-TZVPD basis set.

Calculated values
E: -17077.0886 eV
HOMO: -8.82 eV
charge: 0
structure (SMILES): CNP(O)OC
energy above the lowest of the compared OMol25 structures with the same formula, charge and spin: 2.301 eV
lowest unoccupied orbital energy: 0.98 eV
2S+1: 1

```
14
Properties=species:S:1:pos:R:3:forces:R:3
C 0.921 1.480 -1.003 0.608 0.614 1.079
C 0.449 -2.144 0.304 -1.903 1.799 -1.318
N -0.251 1.366 -0.185 -1.829 1.286 1.665
O -2.272 0.680 1.137 0.662 0.589 -1.564
O -0.323 -1.116 0.911 -1.797 1.813 -1.102
P -1.395 0.200 -0.183 1.684 -3.007 1.525
H 1.225 2.504 -0.944 0.582 0.630 0.225
H 1.777 0.836 -0.741 -0.523 0.079 0.222
H 0.714 1.378 -2.023 -0.568 -0.656 -1.627
H 0.015 -3.074 0.557 -0.404 -1.308 -0.103
H 1.415 -2.099 0.678 2.030 0.075 0.791
H 0.510 -1.980 -0.793 -0.075 -0.479 0.373
H -0.552 2.041 0.569 1.511 -0.646 -1.129
H -2.232 -0.071 1.716 0.023 -0.789 0.963
```
Positions in Å, forces in eV/Å.


2 unconnected molecules or ions with the total composition C2H8NO2PS, computed with ωB97M-V with the def2-TZVPD basis set.

Calculated values
E: -27911.0979 eV
HOMO: -8.16 eV
charge: 0
energy above the lowest of the compared OMol25 structures with the same formula, charge and spin: 4.771 eV
lowest unoccupied orbital energy: -0.67 eV
2S+1: 1

```
15
Properties=species:S:1:pos:R:3:forces:R:3
C 1.327 -1.156 0.806 1.748 -2.468 0.550
C -3.291 0.064 0.164 0.688 0.509 -1.657
N 0.658 -0.123 0.184 -1.041 2.723 -1.904
O 2.489 1.138 -2.514 1.343 1.969 1.327
O -2.181 0.101 -0.393 -2.551 -0.435 0.407
P -0.561 0.830 0.777 1.807 0.567 1.101
S -0.667 0.333 2.671 -0.524 0.074 -0.454
H 0.637 -1.702 1.445 0.061 -0.214 0.055
H 1.604 -1.807 -0.076 0.503 0.126 1.525
H 2.188 -0.840 1.489 -0.822 -0.424 -1.163
H -4.129 0.708 -0.395 1.195 -1.670 1.684
H 1.543 0.961 -2.525 0.052 0.764 0.177
H -3.354 -0.562 1.113 -0.575 1.064 -0.901
H 0.995 0.060 -0.770 -0.417 0.102 0.859
H 2.743 1.994 -1.976 -1.465 -2.686 -1.605
```
Positions in Å, forces in eV/Å.


C2H8NO3P in the gas phase, computed with ωB97M-V with the def2-TZVPD basis set.

Calculated values
E: -19125.3869 eV
HOMO: -9.08 eV
charge: 0
structure (SMILES): CN=P(O)(O)OC
energy above the lowest of the compared OMol25 structures with the same formula, charge and spin: 0.621 eV
lowest unoccupied orbital energy: 0.64 eV
2S+1: 1

```
15
Properties=species:S:1:pos:R:3:forces:R:3
C -1.661 -1.413 -0.320 -0.084 -1.003 -1.441
C -0.029 2.150 0.037 -0.973 -2.329 1.547
N -0.549 -1.094 0.627 0.494 -0.208 -1.884
O 1.794 -0.173 1.259 -0.410 -0.487 -0.983
O 1.679 -1.025 -1.132 -2.071 0.804 0.363
O 0.605 1.071 -0.624 0.001 -3.690 -0.133
P 0.733 -0.449 0.050 0.860 2.854 -0.138
H -1.668 -2.509 -0.798 0.661 2.211 0.972
H -1.827 -0.673 -1.256 0.248 -1.409 2.395
H -2.475 -1.481 0.388 -0.878 0.460 -0.579
H -0.289 2.705 -0.818 -1.328 1.341 -0.347
H 0.832 2.580 0.481 0.133 1.252 1.364
H -0.897 1.772 0.807 2.030 1.271 -2.028
H 1.314 -0.024 2.077 -0.142 -0.165 0.314
H 2.438 -1.438 -0.778 1.457 -0.902 0.576
```
Positions in Å, forces in eV/Å.


A gas-phase ion, C2H8NOS (charge +1), computed with ωB97M-V with the def2-TZVPD basis set.

Calculated values
E: -16566.8835 eV
HOMO: -13.67 eV
charge: +1
structure (SMILES): C[NH2+]CSO
energy above the lowest of the compared OMol25 structures with the same formula, charge and spin: 3.361 eV
lowest unoccupied orbital energy: -4.28 eV
2S+1: 1

```
13
Properties=species:S:1:pos:R:3:forces:R:3
C 1.712 0.250 0.092 1.637 -0.039 0.911
C -0.262 -1.025 -0.218 -5.250 -1.844 -3.349
N 0.330 -0.080 0.583 0.876 3.670 0.786
O -2.174 1.251 -0.167 -0.900 -0.722 -1.044
S -2.380 -0.366 0.154 2.331 -1.441 -0.075
H 1.552 0.623 -0.916 0.400 -0.252 -0.109
H 2.198 1.077 0.686 -0.767 -0.987 -0.393
H 2.353 -0.685 0.146 -0.817 1.230 -0.257
H -0.012 -0.834 -1.355 -0.603 -0.749 2.511
H -0.513 -2.034 0.116 1.106 0.152 -0.071
H -0.289 0.725 0.206 1.137 -0.013 1.810
H 0.261 -0.185 1.628 -0.216 0.024 -1.275
H -2.777 1.283 -0.955 1.065 0.969 0.555
```
Positions in Å, forces in eV/Å.


A gas-phase ion, C2H8NOSi (charge -1), computed with ωB97M-V with the def2-TZVPD basis set.

Calculated values
E: -13621.5325 eV
HOMO: -3.71 eV
charge: -1
structure (SMILES): C[Si](C)(N)[O-]
energy above the lowest of the compared OMol25 structures with the same formula, charge and spin: 0.476 eV
lowest unoccupied orbital energy: 4.34 eV
2S+1: 1

```
13
Properties=species:S:1:pos:R:3:forces:R:3
C -0.993 1.180 0.590 0.504 -2.191 -0.873
C 1.055 -1.063 0.737 1.327 -1.774 -0.491
N -0.383 -0.412 -1.783 0.067 1.337 -0.372
O 1.553 1.353 -0.889 1.438 1.281 -0.195
Si 0.486 0.371 -0.421 -1.308 -0.416 0.066
H -0.606 1.106 1.606 -0.579 0.446 0.239
H -1.079 2.179 0.180 -0.460 0.160 0.238
H -1.846 0.444 0.377 0.792 1.448 0.634
H 0.624 -2.115 0.539 0.356 1.526 0.387
H 2.189 -1.235 0.784 -1.379 0.378 -0.593
H 0.866 -0.775 1.760 -0.548 -0.051 0.505
H -0.711 -1.247 -1.357 -1.105 -0.913 -0.092
H -1.156 0.214 -2.123 0.894 -1.231 0.547
```
Positions in Å, forces in eV/Å.


2 unconnected molecules or ions with the total composition C2H8NS, computed with ωB97M-V with the def2-TZVPD basis set.

Calculated values
E: -14529.1738 eV
HOMO: -2.50 eV
charge: -1
energy above the lowest of the compared OMol25 structures with the same formula, charge and spin: 0.920 eV
lowest unoccupied orbital energy: 3.78 eV
2S+1: 1

```
12
Properties=species:S:1:pos:R:3:forces:R:3
S -0.410 -1.340 3.612 0.030 0.029 -0.062
H 0.212 -0.293 4.182 -0.011 -0.016 -0.014
C 1.054 0.610 -1.347 -0.681 -0.274 0.085
N -0.338 0.102 -1.493 0.321 -1.147 1.616
C -1.001 -0.021 -0.132 0.227 0.257 -0.071
H 1.051 1.675 -1.578 0.308 0.008 0.138
H 1.432 0.405 -0.343 0.039 0.373 0.124
H 1.737 0.073 -2.005 -0.123 0.177 -0.412
H -0.228 -0.904 -1.585 0.283 0.118 -1.044
H -1.508 -0.986 -0.092 -0.436 0.204 -0.120
H -1.704 0.787 0.072 0.038 -0.029 -0.057
H -0.298 -0.108 0.709 0.004 0.301 -0.184
```
Positions in Å, forces in eV/Å.